Entry 1:
Computed, not measured: a 9-piece molecular cluster, C20H59F3N10O11S overall in a non-equilibrium geometry, with ωB97M-V/def2-TZVPD.

```
104
Properties=species:S:1:pos:R:3:forces:R:3:lowdin_charge:R:1
O 0.428178 -2.294469 -3.458908 0.4 -0.2 -2.7 0.2874
H -0.212642 -1.930429 -2.843738 -1.8 1.3 1.8 0.0370
H 0.103838 -3.083659 -3.898898 -0.2 -0.6 -0.2 0.1756
H 1.217608 -2.459649 -2.938228 1.6 -0.7 1.7 0.0947
C -1.076452 0.272121 0.754762 -0.2 -0.9 -0.3 -0.6001
F 0.005608 -0.350039 1.265642 -0.6 0.2 -0.1 0.1135
F -2.203032 -0.400049 1.079582 1.3 0.5 -0.5 0.1392
F -1.152052 1.494541 1.252882 0.1 -0.3 -0.5 0.1682
S -0.853602 0.262911 -1.165158 -2.1 0.2 -2.5 0.6900
O -2.082992 0.907511 -1.689568 2.6 -0.8 1.6 -0.3109
O 0.407068 0.984251 -1.481748 -1.1 -1.1 1.0 -0.3758
O -0.792102 -1.163099 -1.630368 0.3 1.8 1.6 -0.3523
C -4.463422 2.444021 -3.694208 -3.0 1.1 -1.3 -0.8965
O -5.287872 2.812801 -4.475018 -2.5 0.8 -2.0 0.0688
N -4.634702 2.050101 -2.509958 -3.4 -2.5 7.2 0.1795
N -3.231992 2.484691 -3.890628 8.2 1.0 -3.8 0.1704
H -3.868222 1.642081 -1.994078 -0.7 0.1 0.2 0.0670
H -5.570262 2.065071 -2.129688 0.3 -0.3 0.1 0.1329
H -2.564502 2.152251 -3.209418 0.1 0.2 -0.7 0.0719
H -3.013452 2.826221 -4.815658 0.8 -0.3 0.2 0.1304
C 0.177548 3.698541 -4.000818 -0.4 -0.2 0.7 -0.8675
O 0.687438 3.053421 -4.835298 3.0 -3.6 -3.3 0.0823
N 0.203138 3.502391 -2.718758 1.2 -2.0 5.6 0.1718
N -0.541292 4.716911 -4.222708 -4.1 5.7 -2.0 0.1827
H -0.407562 4.024741 -2.106968 0.2 -0.2 -0.1 0.1185
H 0.489178 2.615601 -2.329008 -0.2 0.4 -0.3 0.0334
H -0.863532 4.932341 -5.155368 0.2 0.0 0.2 0.1384
H -1.095552 5.057181 -3.449988 -0.1 0.4 -0.7 0.1190
C 3.639728 1.382991 -2.773128 -2.9 -0.5 3.3 -0.5864
O 4.824028 1.401941 -3.118898 3.3 1.1 -0.6 0.3879
N 3.013548 1.810771 -1.719158 2.4 3.1 2.2 0.2683
N 2.833648 0.586091 -3.360268 -1.2 -3.1 -4.8 0.2540
H 2.066368 1.491731 -1.573688 -0.1 -0.1 0.5 0.0563
H 3.494308 2.382301 -1.039208 -0.2 0.3 0.5 0.1182
H 3.191388 0.225741 -4.233348 -0.7 -0.3 -0.3 0.1589
H 1.857108 0.827551 -3.269928 -0.3 -0.2 -0.7 0.1170
C 6.023618 4.356831 0.394002 -0.4 0.3 -0.1 -0.0694
C 4.881188 5.123741 1.103972 0.4 -1.9 -0.3 -0.3777
C 3.461908 4.655281 0.623762 0.2 2.1 1.5 -0.2221
O 3.234688 3.333901 0.990782 -0.1 -1.9 -0.7 -0.2242
C 1.860808 2.897441 0.935762 0.7 0.8 1.1 -0.0786
N 5.027538 4.879361 2.556682 -0.7 0.4 -0.1 0.0419
H 6.079798 3.291171 0.616092 -0.4 0.0 0.5 0.0614
H 6.982508 4.773281 0.702552 0.0 0.1 -0.3 0.0784
H 5.879158 4.397311 -0.685628 0.3 0.4 -0.2 0.0652
H 5.006038 6.194751 0.944462 -0.2 -0.1 -0.3 0.1388
H 3.123718 4.891921 -0.385068 0.5 -0.2 -0.5 0.1243
H 2.877328 5.303031 1.277032 -0.8 0.1 0.0 0.1165
H 1.354048 3.362501 1.781352 -0.4 0.3 -0.2 0.1005
H 1.797508 1.834121 1.166942 0.4 -0.1 -0.5 0.0833
H 1.380948 3.169191 -0.004438 -0.1 0.0 -0.1 0.0701
H 4.608578 5.646601 3.062552 0.3 0.7 0.1 0.0688
H 4.368668 4.163051 2.826662 0.2 -0.8 -0.1 0.0596
C -4.714282 -2.058289 -1.569028 0.8 0.1 1.4 -0.0448
C -3.973022 -3.198909 -0.855228 -0.4 -0.4 -0.5 -0.3997
C -4.843032 -4.460949 -0.809988 -0.9 0.5 -1.3 -0.2675
O -4.262052 -5.456329 -0.095038 1.7 -2.8 1.0 -0.1804
C -4.654342 -6.796969 -0.463238 0.2 0.1 0.7 -0.0748
N -2.636062 -3.487929 -1.474678 -0.7 0.0 0.4 0.0470
H -4.704002 -2.110509 -2.657728 -0.2 -0.1 0.2 0.0900
H -4.214922 -1.161279 -1.202818 0.2 0.4 -0.6 0.0517
H -5.694212 -1.944529 -1.105458 -0.3 -0.3 -0.5 0.0834
H -3.726952 -2.884859 0.159132 -0.6 0.1 0.4 0.1260
H -5.055382 -4.813869 -1.819168 0.3 0.2 -0.6 0.1270
H -5.850742 -4.351609 -0.409168 -0.2 1.0 0.3 0.1299
H -4.404872 -7.505269 0.326812 -0.1 0.5 0.6 0.0832
H -4.105122 -7.252439 -1.287258 0.0 0.8 -0.7 0.0847
H -5.729452 -6.876599 -0.624178 -0.1 0.2 -0.2 0.0891
H -2.124052 -2.623219 -1.373548 -0.1 0.3 -0.3 0.0007
H -2.205412 -4.031929 -0.740708 0.3 -0.8 -0.1 0.0582
C 2.618498 -3.038179 1.119602 2.5 1.7 0.7 -0.0466
C 2.793808 -2.174219 -0.203438 1.1 -2.2 0.1 -0.3171
C 4.254598 -2.217769 -0.896948 -1.2 -1.7 1.7 -0.1797
O 5.264568 -1.780049 -0.040298 -0.3 -0.3 1.2 -0.1545
C 5.493968 -0.414229 -0.112978 0.6 1.2 -1.2 -0.1130
N 1.847088 -2.927919 -1.058288 -0.4 1.9 -2.0 0.0113
H 3.364508 -2.730729 1.852432 0.0 0.5 0.3 0.0738
H 2.916768 -4.084989 1.061992 -0.6 -0.2 -0.8 0.0861
H 1.654858 -2.891669 1.607472 -0.1 -0.1 -0.4 0.0767
H 2.517408 -1.134699 -0.027098 -0.5 -0.1 -0.2 0.1153
H 4.389398 -1.867119 -1.920168 -0.6 0.9 -0.1 0.1129
H 4.430628 -3.286729 -1.017158 0.1 -0.3 0.1 0.1230
H 4.666128 0.275681 0.050752 -0.7 -0.4 0.1 0.0714
H 5.842868 -0.299159 -1.139198 0.2 0.9 -0.3 0.0807
H 6.268568 0.010121 0.525782 0.2 -1.0 0.3 0.1027
H 0.994268 -2.851979 -0.522538 -0.5 -0.5 -0.4 0.0676
H 2.119398 -3.899139 -1.110138 0.1 -0.1 0.3 0.0919
C -3.950412 -1.876689 4.844492 -2.0 0.1 -0.7 -0.0897
C -2.651042 -2.319259 5.407572 -1.1 0.8 1.2 -0.4489
C -1.624952 -1.234569 5.184172 0.5 0.2 1.0 -0.1769
O -1.941072 0.026231 5.924712 0.5 -1.2 -2.2 -0.1688
C -1.428552 1.107021 5.143992 -0.2 0.7 0.9 -0.1267
N -2.826752 -2.639639 6.842752 0.7 -0.3 -0.7 0.0517
H -3.946672 -1.867769 3.754532 0.2 0.1 -0.2 0.0720
H -4.344182 -0.909959 5.158292 0.4 0.2 0.3 0.0850
H -4.735142 -2.589989 5.096452 0.0 -0.2 0.1 0.0843
H -2.464112 -3.235509 4.847522 0.9 -0.1 0.2 0.1382
H -1.514932 -1.124439 4.105352 -0.1 0.7 -0.1 0.1004
H -0.663862 -1.599429 5.546532 0.3 0.2 0.1 0.1185
H -1.686372 2.072341 5.579632 -0.6 -0.2 0.4 0.0844
H -1.845432 1.137441 4.137322 0.2 -0.3 -0.2 0.0725
H -0.341652 1.180731 5.180362 0.3 -0.6 -0.5 0.0835
H -3.353302 -1.926049 7.326112 -0.2 0.3 -0.2 0.0724
H -1.893482 -2.573119 7.223122 0.1 -0.3 0.6 0.0620
```
Forces are in eV/Å.

Output
total charge = +1
Kohn-Sham gap (alpha / beta) = 7.9 / 2.3 eV
highest occupied orbital energy (alpha / beta) = -10.94 / -10.94 eV
2S+1 = 2

Entry 2:
Computed, not measured: one molecule with the formula C17H19N3OS2, with ωB97M-V/def2-TZVPD.

```
42
Properties=species:S:1:pos:R:3:forces:R:3:lowdin_charge:R:1
C 2.454630 4.639325 -2.567682 0.0 0.0 0.0 -0.0445
C 2.937551 4.191269 -1.223022 0.0 0.1 0.1 -0.2702
C 3.511328 5.082113 -0.326828 0.0 0.0 -0.1 -0.0516
C 3.965765 4.641015 0.904936 0.0 -0.1 0.0 -0.0748
C 3.829824 3.316029 1.266644 -0.1 -0.1 0.0 -0.0289
C 3.229093 2.414698 0.388504 -0.1 0.5 -0.2 -0.2325
N 3.118973 1.079259 0.793399 0.1 0.0 0.1 0.0485
C 2.175704 0.152860 0.502657 -0.2 -0.3 -0.1 -0.8223
S 2.336154 -1.397617 1.081376 0.2 -0.5 0.3 0.6460
N 1.139433 0.493001 -0.295182 -0.2 0.5 0.1 0.0289
N 0.097265 -0.412045 -0.468090 0.4 -0.2 0.1 0.0635
C -1.163268 0.063117 -0.629197 0.4 0.0 -0.1 -0.4324
O -1.366726 1.256077 -0.774109 -0.1 0.3 0.0 0.0723
C -2.198988 -0.989490 -0.688718 -0.5 0.0 -0.2 -0.1990
C -3.121960 -1.009999 -1.691576 0.0 -0.2 0.0 -0.3420
S -4.218667 -2.317266 -1.546473 0.5 0.2 0.5 1.0625
C -3.455660 -2.832809 -0.076125 -0.1 0.1 -0.5 -0.4808
C -2.393606 -2.047628 0.254495 -0.1 -0.1 0.0 -0.2137
C -1.644913 -2.251608 1.538841 0.1 -0.2 0.1 -0.1349
C -1.930425 -3.634539 2.124136 -0.1 0.2 0.1 -0.1884
C -3.428434 -3.921241 2.133303 0.1 -0.2 -0.1 -0.1948
C -3.948083 -4.006583 0.698037 -0.1 -0.1 0.2 -0.2036
C 2.807684 2.855776 -0.860940 0.1 0.0 0.1 0.0044
H 1.369947 4.552161 -2.623613 -0.1 0.0 -0.1 0.0870
H 2.878334 4.015659 -3.352899 0.0 0.0 -0.1 0.0837
H 2.728029 5.673978 -2.755569 0.0 0.1 -0.1 0.0750
H 3.615365 6.122170 -0.596794 0.0 0.1 0.0 0.1083
H 4.426969 5.336624 1.589701 0.0 0.1 0.1 0.1056
H 4.181630 2.971284 2.227913 0.0 0.0 0.1 0.1116
H 3.794916 0.764656 1.477572 -0.2 -0.1 -0.2 0.1229
H 0.799477 1.451452 -0.362988 0.1 -0.2 0.0 0.1378
H 0.347616 -1.361540 -0.204564 -0.1 0.2 -0.1 0.0631
H -3.195692 -0.333669 -2.519275 0.0 0.2 -0.2 0.0795
H -0.568083 -2.139764 1.405249 0.0 0.1 0.1 0.0669
H -1.962304 -1.478513 2.247170 0.1 0.0 0.0 0.1330
H -1.528839 -3.686836 3.137097 0.1 0.0 0.0 0.1121
H -1.423617 -4.392534 1.523234 0.1 -0.1 0.0 0.1217
H -3.632636 -4.857372 2.654842 -0.1 0.0 0.0 0.1101
H -3.947063 -3.118403 2.661138 -0.1 0.0 0.1 0.1201
H -5.039610 -4.037128 0.681955 0.0 -0.1 0.0 0.1099
H -3.589087 -4.929291 0.229383 -0.1 0.0 0.0 0.1198
H 2.410267 2.156605 -1.580150 0.0 -0.1 -0.1 0.1200
```
Forces are in eV/Å.

Output
structure (SMILES) = Cc1cccc(NC(=S)NNC(=O)c2csc3c2CCCC3)c1
energy relative to the best compared isomer or geometry (same formula, charge and spin) = 0.0 kcal/mol
Kohn-Sham gap = 9.2 eV
highest occupied orbital energy = -8.47 eV

Entry 3:
Computed, not measured: C4H6N2O2 as an isolated structure in a non-equilibrium geometry, with ωB97M-V/def2-TZVPD.

```
14
Properties=species:S:1:pos:R:3:forces:R:3:lowdin_charge:R:1
C -0.214005 1.824301 -0.058377 -3.0 2.6 -1.9 -0.1838
C 1.104700 -0.221086 0.269983 0.6 1.8 0.7 -0.4619
C -1.862319 -1.508507 -0.187420 -2.4 0.5 1.2 -0.0354
C 2.490690 -0.564901 0.093221 5.3 -2.8 -2.6 -0.1168
H -0.135051 2.660081 0.979563 0.3 -2.7 -3.3 0.1319
H -1.286394 1.020050 0.052690 3.7 4.3 -0.3 0.0951
H -0.337879 2.513808 -1.287328 0.3 -1.7 4.3 0.1610
H 1.111853 0.138734 1.324399 -1.2 -1.2 0.1 0.1619
H -1.464642 -2.913050 -0.556282 -1.3 4.8 1.1 0.2390
H -3.073722 -1.148229 0.076368 3.4 -1.6 -1.2 0.1458
N -1.101127 -0.487676 0.105484 0.1 -9.9 -1.7 -0.0214
N 3.553247 -0.999937 -0.219991 -4.1 1.9 1.6 0.1757
O 0.913303 1.003912 -0.430367 -0.8 -0.2 0.3 -0.2047
O 0.301340 -1.317497 -0.161945 -0.8 4.2 1.6 -0.0863
```
Forces are in eV/Å.

Output
energy relative to the best compared isomer or geometry (same formula, charge and spin) = 254.5 kcal/mol
Kohn-Sham gap = 9.4 eV
highest occupied orbital energy = -9.66 eV

In order of appearance, E_tot = -78094.789 -46126.306 -11310.005 eV.